C22H42BiNP3S2 | wB97M-V/def2-TZVPD

Computed properties:
Strongest force on any atom (Eh/bohr): 0.0306
E_tot (a.u.): -2952.28072
Highest occupied orbital energy (eV): -14.4
Charge: +3
Energy relative to the best compared isomer or geometry (same formula, charge and spin) (eV): 0.000

Structure (XYZ):
```
71
Properties=species:S:1:pos:R:3:lowdin_charge:R:1
Bi -0.050 0.208 0.191 1.071
P -1.636 -1.503 1.656 0.686
P 2.225 -0.879 1.448 0.632
P -2.389 0.680 -1.388 0.643
H 4.556 0.927 -5.366 0.067
C 3.713 1.582 -5.594 -0.092
C 3.611 2.735 -4.919 -0.210
H 4.346 2.903 -4.120 0.068
C -1.722 -3.113 0.810 -0.220
C -1.134 -1.967 3.342 -0.224
C -3.392 -1.090 1.910 -0.220
C 3.786 -0.079 0.938 -0.241
C 2.419 -0.923 3.255 -0.253
C 2.394 -2.597 0.838 -0.246
C -2.223 1.625 -2.943 -0.249
C -3.788 1.546 -0.594 -0.260
C -3.108 -0.901 -1.963 -0.260
H 3.049 1.314 -6.416 0.068
H 2.962 3.580 -5.202 0.051
H -2.389 -3.753 1.404 0.082
H -0.734 -3.590 0.754 0.054
H -2.132 -3.016 -0.204 0.047
H -1.817 -2.771 3.660 0.083
H -1.250 -1.118 4.029 0.038
H -0.103 -2.343 3.390 0.045
H -3.816 -1.907 2.516 0.085
H -3.961 -1.029 0.972 0.042
H -3.500 -0.148 2.465 0.025
H 4.633 -0.447 1.537 0.082
H 3.692 1.008 1.082 0.063
H 3.971 -0.281 -0.124 0.003
H 3.027 -1.789 3.548 0.075
H 1.449 -0.966 3.762 0.006
H 2.932 -0.003 3.566 0.063
H 3.342 -3.033 1.180 0.076
H 2.382 -2.616 -0.261 0.052
H 1.562 -3.218 1.200 0.029
H -3.163 1.571 -3.515 0.075
H -1.392 1.217 -3.536 0.023
H -2.000 2.672 -2.696 0.061
H -4.612 1.638 -1.319 0.077
H -3.454 2.550 -0.296 0.047
H -4.144 1.017 0.300 0.019
H -3.858 -0.675 -2.733 0.072
H -3.574 -1.464 -1.145 0.024
H -2.314 -1.516 -2.409 0.057
C 2.223 0.711 -3.103 -0.623
C 1.726 -0.345 -3.901 -0.145
C 2.482 -1.500 -4.094 -0.064
C 3.671 -1.683 -3.348 -0.070
C 4.167 -0.653 -2.545 -0.098
C 3.420 0.530 -2.386 -0.145
S 1.515 2.319 -3.450 0.843
H 1.342 3.014 -2.311 -0.126
H 0.824 -0.172 -4.525 0.109
H 2.225 -2.199 -4.902 0.125
H 4.218 -2.625 -3.491 0.120
H 5.196 -0.778 -2.129 0.134
H 3.760 1.338 -1.728 0.111
S -0.459 2.347 1.786 0.543
C -1.616 2.138 3.055 -0.681
N -1.140 1.761 4.295 0.082
C -1.962 1.345 5.310 -0.008
C -3.330 1.407 5.138 0.006
C -3.846 1.960 3.950 0.006
C -2.987 2.385 2.943 -0.064
H -0.121 1.709 4.415 0.165
H -1.468 0.947 6.199 0.157
H -3.992 1.021 5.921 0.145
H -4.926 2.065 3.826 0.147
H -3.323 2.920 2.063 0.115
```